The following is a quantum chemistry calculation of a molecular structure, C32H31BrN3PbS5Si, from the OMol25 dataset.

The geometry in XYZ format:
```
74
Properties=species:S:1:pos:R:3:mulliken_charge:R:1
Pb 10.68 12.15 13.85 0.92
S 9.93 9.01 14.46 -0.41
C 9.23 8.45 13.01 0.20
C 8.22 7.42 13.10 -0.75
C 7.41 7.06 12.00 -0.54
C 7.66 7.58 10.75 -0.45
C 8.64 8.55 10.56 -0.67
C 9.40 8.97 11.65 0.21
S 10.60 10.30 11.30 0.12
C 12.15 9.42 11.70 -1.18
C 13.44 10.30 11.81 0.58
C 14.31 10.48 10.68 -0.56
C 15.41 11.27 10.80 -0.64
C 15.66 11.86 12.04 -0.67
C 14.81 11.58 13.10 0.74
C 15.24 11.86 14.49 -0.83
S 13.90 12.51 15.49 -0.06
C 13.89 14.24 15.18 0.42
C 15.11 15.03 15.11 -0.48
C 15.10 16.36 14.68 -0.74
C 13.86 16.98 14.51 -0.57
C 12.71 16.29 14.80 -0.74
C 12.68 14.94 15.10 0.30
S 11.05 14.40 15.55 -0.58
N 13.64 10.91 12.94 0.00
H 8.03 7.01 14.12 0.29
H 6.76 6.21 12.18 0.33
H 7.17 7.23 9.87 0.36
H 8.80 8.85 9.59 0.49
H 12.28 8.61 10.98 0.49
H 11.94 8.94 12.65 0.48
H 14.18 10.11 9.65 0.32
H 15.95 11.34 9.88 0.41
H 16.56 12.43 12.28 0.36
H 16.20 12.44 14.62 0.42
H 15.35 10.90 15.01 0.33
H 16.02 14.51 15.30 0.38
H 16.06 16.89 14.79 0.31
H 13.83 18.02 14.27 0.45
H 11.73 16.70 14.73 0.39
C 12.58 13.96 8.63 -1.10
Si 11.33 15.33 9.23 0.52
C 12.03 16.64 10.37 -1.03
C 10.70 16.29 7.66 -1.34
C 9.91 14.53 10.07 0.16
C 8.55 14.63 9.66 -0.04
C 7.50 14.10 10.39 -1.11
C 7.87 13.36 11.58 -0.45
N 9.11 13.31 12.02 0.07
C 10.13 13.77 11.23 -0.01
S 11.73 13.66 11.97 -0.16
H 12.17 12.99 8.52 0.32
H 13.48 14.02 9.23 0.22
H 12.75 14.34 7.62 0.39
H 12.44 16.32 11.29 0.25
H 11.10 17.19 10.76 0.23
H 12.63 17.46 10.02 0.45
H 11.62 16.25 7.10 0.34
H 10.45 17.48 7.96 0.17
H 9.98 15.79 7.17 0.50
H 8.34 15.32 8.84 0.29
H 6.48 14.30 10.13 0.43
H 7.15 12.95 12.26 0.53
Br 8.14 10.87 18.59 -0.21
C 7.54 11.73 17.00 0.34
C 8.15 12.84 16.45 -0.41
C 7.62 13.16 15.19 -0.50
N 6.67 12.53 14.56 -0.34
C 6.06 11.52 15.16 -0.50
C 6.48 11.04 16.38 -0.42
H 8.90 13.44 16.97 0.49
H 8.11 13.97 14.58 0.72
H 5.20 11.12 14.58 0.34
H 6.13 10.10 16.81 0.40
```

Summary:
ΔE to the lowest compared entry with this formula, charge and spin in kJ/mol: 64.24
Energy in eV: -175504.0782
Maximum force in eV/A: 6.2
Net charge: -1
Gap between HOMO and LUMO in Ha: 0.236
LUMO energy in eV: 2.5

=====

The following is a quantum chemistry calculation of C4H13N2S in the gas phase, from the OMol25 dataset.

The geometry in XYZ format:
```
20
Properties=species:S:1:pos:R:3:mulliken_charge:R:1
N 0.49 -0.31 1.47 -2.12
C 0.13 -0.99 0.15 -0.34
C -1.23 -1.51 0.12 -1.07
S -1.47 -3.07 1.15 -0.27
C 0.31 0.16 -0.94 -0.74
N -0.01 1.48 -0.44 -0.24
C 0.92 2.59 -0.80 -1.00
H 1.45 0.10 1.46 0.87
H 0.58 -1.00 2.27 0.77
H -0.12 0.41 1.89 0.68
H 0.97 -1.69 0.14 0.40
H -2.07 -0.94 0.52 0.37
H -1.63 -1.66 -0.90 0.46
H -1.83 -3.99 0.30 0.13
H 1.35 0.09 -1.26 0.48
H -0.32 -0.15 -1.77 0.37
H -0.92 1.79 -0.78 0.28
H 0.30 3.43 -1.12 0.33
H 1.64 2.43 -1.60 0.31
H 1.46 2.84 0.11 0.33
```

Summary:
ΔE to the lowest compared entry with this formula, charge and spin in kJ/mol: 281.13
<S²>: 0.75
2S+1: 2
Energy in eV: -18170.0559
Maximum force in eV/A: 3.1
Gap between HOMO and LUMO (alpha / beta) in Ha: 0.151 / 0.363
LUMO energy (alpha / beta) in eV: 0.7 / 0.5

=====

Which formula does entry 2 have? C4H13N2S

=====

The lowest maximum force belongs to which entry? C4H13N2S